1.
2 unconnected molecules or ions with the total composition C4H3BrO in a non-equilibrium geometry. Source: OMol25; level of theory: wB97M-V/def2-TZVPD.

## Properties
Structure (SMILES): C#CBr.C=C=O
Frontier orbital gap, eV: 10.10
LUMO level, eV: 0.69

Last column: Mulliken charge in e.
Atoms and positions in Å:
C: -1.35887 -1.64708 -0.58473  -0.08
C: -2.33133 -1.07490 -0.20208  -0.33
Br: -3.85502 -0.20327 0.18113  0.00
H: -0.57858 -2.32992 -0.61486  0.40
C: 2.06640 0.74459 0.32168  -0.97
C: 1.00986 1.36209 -0.03632  0.80
O: 0.12958 2.05289 -0.32775  -0.35
H: 2.26688 -0.27369 0.29616  0.29
H: 2.65109 1.36931 0.96677  0.22

---

2.
A molecular structure, C4H3CdO2 in a non-equilibrium geometry. Source: OMol25; level of theory: wB97M-V/def2-TZVPD.

## Properties
Frontier orbital gap (spin up / spin down), eV: 5.89 / 5.62
LUMO level (spin up / spin down), eV: 3.02 / 2.49
Total charge: -1

Last column: Mulliken charge in e.
Atoms and positions in Å:
O: -2.47445 -0.18345 -0.17454  -0.87
C: -1.42471 0.91637 0.25822  -0.34
C: -0.20997 0.32289 -0.00523  0.59
C: 1.14676 0.65139 -0.14711  -0.86
C: 2.05873 -0.34423 -0.41460  0.13
O: 3.35044 -0.30609 -0.36931  -0.67
H: -0.74863 -0.78080 -0.50855  0.17
H: 1.63069 -1.38949 -0.50545  0.18
Cd: -1.81287 -0.88304 1.44507  0.31
H: -1.51599 1.99646 0.42148  0.37

---

3.
C4H3Cl2NS in the gas phase in a non-equilibrium geometry. Source: OMol25; level of theory: wB97M-V/def2-TZVPD.

## Properties
Frontier orbital gap, eV: 6.69
LUMO level, eV: -1.66

Last column: Mulliken charge in e.
Atoms and positions in Å:
C: -0.18597 0.72014 0.49332  -0.44
C: 0.69811 -0.29272 0.31933  0.86
C: 0.04880 -1.60494 0.30805  -0.35
C: -2.57053 0.95373 -0.57417  -0.12
N: 1.98334 -0.03943 -0.13103  -0.45
S: -1.89114 0.32384 0.77065  -0.01
Cl: 1.05236 -2.93169 -0.25842  -0.12
Cl: -4.27421 0.81585 -0.79287  -0.10
H: 0.21455 1.76723 0.56380  0.36
H: 2.23565 0.94775 -0.50596  0.20
H: 2.68904 -0.65977 -0.19270  0.18

---

4.
C4H3ClFNS in the gas phase in a non-equilibrium geometry. Source: OMol25; level of theory: wB97M-V/def2-TZVPD.

## Properties
Structure (SMILES): Fc1cc(S)c(Cl)[nH]1
Frontier orbital gap, eV: 8.53
LUMO level, eV: 0.45

Last column: Mulliken charge in e.
Atoms and positions in Å:
F: 0.54092 -3.16432 0.74852  -0.26
C: 0.40129 -1.73869 0.74138  0.02
C: 1.23595 -0.94354 0.08362  -0.26
C: 0.67761 0.38020 -0.28019  0.29
S: 1.27127 1.54071 -1.30326  -0.23
C: -0.56378 0.18611 0.37068  0.18
Cl: -1.79679 1.41687 0.16846  -0.25
N: -0.86939 -1.05504 0.81524  -0.16
H: 2.41619 -1.11857 0.18109  0.23
H: 0.40898 2.42975 -0.87338  0.09
H: -1.90899 -1.48967 0.74430  0.34